Record 1
{"formula": "C8H17NOS", "method": "ωB97M-V/def2-TZVPD", "e_homo_ha": [-0.2970, -0.3234], "fmax_ev_per_a": 3.35, "lumo_ev": [-1.6, 0.2], "de_lowest_ev": 5.598, "total_charge": 0, "orbital_gap_ev": [6.5, 9.0], "species": ["C", "C", "C", "C", "C", "C", "C", "C", "N", "O", "S", "H", "H", "H", "H", "H", "H", "H", "H", "H", "H", "H", "H", "H", "H", "H", "H", "H"], "positions_angstrom": [[1.29637, 0.71141, -2.49199], [0.43493, 1.38145, -1.43028], [1.15940, 2.73182, -1.06856], [-0.94330, 1.73325, -2.17059], [-0.79984, -0.32992, 2.47430], [-1.32090, -1.93151, 0.50019], [0.35129, -2.38851, 2.26263], [-0.25615, -1.32310, 1.38361], [0.12294, 0.64998, -0.27267], [1.51810, -1.61905, -0.56017], [1.10765, -0.48829, 0.34435], [1.90510, 1.39451, -3.10614], [1.37438, -0.29888, -2.41544], [0.60889, 3.39266, -0.46235], [1.41806, 3.18050, -1.96128], [1.92034, 2.55426, -0.29884], [-1.41157, 2.55125, -1.45043], [-1.48665, 0.71227, -2.09451], [-0.74647, 2.21250, -3.16533], [-1.15131, 0.53212, 1.91717], [-1.66218, -0.96369, 3.00466], [0.14946, -0.08166, 3.07339], [-2.12480, -1.27293, 0.08861], [-1.89630, -2.75480, 0.88742], [-1.02760, -2.20715, -0.46452], [-0.38117, -3.00486, 2.59802], [0.95302, -2.98079, 1.63291], [0.88829, -2.09284, 3.24585]], "forces_ev_per_angstrom": [[-0.38, 3.23, 0.81], [0.65, 1.44, -2.45], [-0.47, -2.23, 2.38], [-0.17, 0.34, 2.58], [0.20, -1.25, -0.69], [-1.80, 1.45, -0.93], [2.81, 1.23, 0.39], [-0.47, 1.06, 2.22], [0.24, -0.41, 1.05], [0.13, 1.27, 0.71], [-1.53, -1.80, -0.61], [-0.35, -0.87, 0.18], [0.57, -2.68, -0.45], [-1.77, 0.89, 0.26], [1.10, 1.07, -1.57], [0.86, -0.35, -1.02], [0.37, -1.85, -1.61], [0.33, 2.10, -0.86], [-0.41, -0.91, 0.84], [-0.48, 0.34, 0.58], [2.01, 1.86, -0.70], [-2.00, -0.12, -0.27], [0.46, 0.57, 1.21], [0.27, -0.45, 0.72], [1.58, -1.13, -1.28], [-2.52, -1.81, 0.89], [1.27, -1.04, -0.39], [-0.49, 0.05, -2.00]], "lowdin_charge": [0.101, -0.710, -0.038, -0.035, -0.090, -0.090, -0.120, -0.669, -0.140, -0.486, 0.975, 0.077, -0.002, 0.057, 0.052, 0.086, 0.109, 0.099, 0.085, 0.046, 0.138, 0.094, 0.096, 0.083, 0.052, 0.042, 0.063, 0.124]}


Record 2
{"formula": "C6H8N4", "method": "ωB97M-V/def2-TZVPD", "e_homo_ha": -0.3196, "smiles": "c1c[nH]cn1.c1c[nH]cn1", "fmax_ev_per_a": 5.11, "lumo_ev": 0.7, "de_lowest_ev": 1.014, "total_charge": 0, "orbital_gap_ev": 9.4, "species": ["C", "C", "N", "C", "N", "H", "H", "H", "H", "C", "C", "N", "C", "N", "H", "H", "H", "H"], "positions_angstrom": [[-0.23820, 2.72855, -0.67531], [0.90338, 2.14127, -0.16703], [1.73275, 3.12570, 0.26489], [1.10636, 4.23341, 0.01431], [-0.09066, 4.09334, -0.63634], [-1.15277, 2.23864, -1.00947], [1.14082, 1.07745, -0.16428], [2.73850, 3.08356, 0.44715], [1.69861, 5.14765, -0.02426], [-0.41027, -2.00354, -0.18882], [-0.17040, -2.80735, 0.85943], [-1.03733, -3.84080, 0.73205], [-1.74569, -3.69098, -0.37617], [-1.35336, -2.58815, -1.05047], [-0.00106, -1.01828, -0.41222], [0.53273, -2.85054, 1.69119], [-1.11100, -4.67680, 1.31706], [-2.54242, -4.39315, -0.62171]], "forces_ev_per_angstrom": [[0.82, 0.15, 0.47], [-0.99, -2.39, -0.62], [1.16, -1.96, 0.15], [-1.91, 3.86, -2.75], [1.85, -0.19, 1.92], [0.46, 0.19, -0.05], [0.12, 0.51, 0.32], [-0.88, -0.23, 0.09], [-0.62, 0.06, 0.47], [-0.42, 0.40, -1.85], [0.89, -0.38, 1.61], [-0.22, -1.94, 1.29], [0.00, 1.44, -2.07], [-0.61, -0.67, 1.91], [0.01, -0.55, 0.00], [-0.25, 0.54, -0.39], [0.21, 0.80, -0.22], [0.38, 0.35, -0.28]], "lowdin_charge": [-0.168, -0.142, 0.029, -0.247, 0.050, 0.100, 0.089, 0.170, 0.118, -0.166, -0.141, 0.008, -0.219, 0.049, 0.078, 0.112, 0.161, 0.119]}


Record 3
{"formula": "C6H6NO3S", "method": "ωB97M-V/def2-TZVPD", "e_homo_ha": -0.1373, "fmax_ev_per_a": 3.84, "lumo_ev": 3.3, "de_lowest_ev": 3.134, "total_charge": -1, "orbital_gap_ev": 7.0, "species": ["C", "C", "C", "C", "C", "C", "N", "O", "O", "O", "S", "H", "H", "H", "H", "H", "H"], "positions_angstrom": [[1.78985, 0.84182, -0.38480], [1.66871, -0.55631, -0.65878], [0.62749, 1.41730, 0.24889], [0.57728, -1.24660, -0.21824], [-0.53716, 0.74067, 0.42320], [-0.67452, -0.60333, 0.22250], [-4.68253, -0.88172, -0.74283], [-3.10166, 0.93972, -1.25886], [-3.68346, 0.78392, 1.12202], [-1.76614, -1.33957, 0.28640], [-3.63516, 0.14745, -0.19266], [2.71093, 1.38846, -0.49262], [2.54150, -1.00286, -1.20629], [0.56759, 2.49067, 0.36790], [0.31393, -2.23466, -0.47330], [-1.20368, 1.25184, 0.96782], [-5.15099, -1.26047, 0.08482]], "forces_ev_per_angstrom": [[-2.42, -0.67, 1.23], [1.91, 1.43, 0.15], [2.89, 0.07, -2.26], [-2.70, 0.75, -0.45], [1.33, -0.50, 0.35], [1.65, -2.46, -1.15], [1.17, 1.17, 1.65], [0.54, -0.23, 0.09], [-0.28, -1.29, -1.10], [-0.51, 1.93, -0.05], [-0.56, -0.60, -0.19], [0.05, 0.12, -0.35], [-1.02, -0.06, 0.71], [0.34, 0.16, 0.46], [0.61, -1.44, -0.33], [-3.13, 1.78, 1.32], [0.12, -0.15, -0.08]], "lowdin_charge": [-0.121, -0.149, -0.111, -0.049, -0.114, -0.418, -0.208, -0.325, -0.350, -0.160, 0.642, 0.059, 0.095, 0.087, 0.077, 0.053, -0.007]}